Entry 1:
Here is a cluster of 2 separate species, C5H15NO in total at a distorted geometry from the OMol25 dataset. Energies are from ωB97M-V with the def2-TZVPD basis set.

Geometry (Å):
C: -1.13595 -0.54665 -2.04215
N: -0.58200 0.26523 -0.97487
C: -0.92560 1.73332 -1.05597
C: 1.85407 -0.23049 -1.48892
C: 0.68845 -0.20022 -0.41834
C: 1.22974 0.70101 0.68380
H: -0.83081 -0.11422 -2.98962
H: -1.02305 -1.61588 -2.23105
H: -2.20846 -0.33363 -1.86338
H: -2.01212 1.57673 -0.78746
H: -0.75795 2.13596 -2.05843
H: -0.38022 2.25125 -0.25530
H: 2.79266 -0.54763 -1.08494
H: 1.99929 0.76976 -1.90556
H: 1.52892 -0.95437 -2.26473
H: 0.56723 -1.33058 -0.34378
H: 2.22394 0.37076 0.95050
H: 1.36227 1.71346 0.26467
H: 0.64508 0.79998 1.59525
H: -1.56726 -1.90023 5.39153
H: -1.79272 -2.74703 6.52912
O: -1.67551 -1.79653 6.34964

Output
Orbital gap (alpha / beta): 10.5796 / 6.3387 eV
LUMO (alpha / beta): -2.86 / -7.10 eV
HOMO energy (alpha / beta): -13.4 / -13.4 eV
2S+1: 2
Net charge: +1
Total energy: -8956.639 eV

Entry 2:
Here is a structure of composition C2H2NO2P at a distorted geometry from the OMol25 dataset. Energies are from ωB97M-V with the def2-TZVPD basis set.

Geometry (Å):
C: 0.76770 0.13837 -0.60228
C: 0.28066 0.56353 0.68801
N: 1.67516 0.81624 -1.16537
O: 0.96196 1.57997 1.16085
O: 1.05193 3.18784 -0.32462
P: 1.98210 2.08461 -0.05941
H: 0.52080 -0.86378 -0.93745
H: -0.54139 0.04534 1.24716

Output
Orbital gap (alpha / beta): 6.9963 / 6.4552 eV
LUMO (alpha / beta): -2.14 / -2.39 eV
HOMO energy (alpha / beta): -9.1 / -8.8 eV
Total energy: -16977.975 eV

Entry 3:
Here is a cluster of 8 separate species, C16H49BF4N11O7 in total at a distorted geometry from the OMol25 dataset. Energies are from ωB97M-V with the def2-TZVPD basis set.

Geometry (Å):
B: -0.73384 -0.04671 -0.22910
F: -1.16925 -1.26872 -0.82225
F: 0.16199 0.49262 -1.15458
F: -1.84948 0.75917 -0.01525
F: -0.11358 -0.42828 0.98123
C: 3.31285 -0.38803 2.22024
C: 3.50940 -0.76921 0.73156
C: 4.93111 -1.25930 0.38995
O: 5.93759 -0.49824 1.01746
C: 6.09650 0.78406 0.42110
N: 2.47720 -1.76980 0.40365
H: 2.29593 -0.00349 2.31682
H: 3.99991 0.38391 2.55692
H: 3.34010 -1.29838 2.82210
H: 3.25640 0.16430 0.20561
H: 5.03244 -1.43436 -0.68521
H: 4.94586 -2.24599 0.86036
H: 6.97316 1.20448 0.91187
H: 5.22837 1.42206 0.57907
H: 6.29070 0.68308 -0.65057
H: 1.64147 -1.23032 0.63238
H: 2.43625 -1.76760 -0.61775
C: -0.85403 -5.51712 -0.88491
C: -0.44499 -4.77772 -2.17732
C: -1.58845 -4.56248 -3.18217
O: -2.13220 -5.81801 -3.56742
C: -3.19933 -5.56551 -4.49929
N: 0.15372 -3.47810 -1.84985
H: -0.94587 -6.58748 -1.09220
H: -1.77733 -5.18278 -0.40784
H: -0.08448 -5.41781 -0.11655
H: 0.37157 -5.30453 -2.68013
H: -1.22816 -3.97174 -4.02781
H: -2.39547 -4.03208 -2.65828
H: -3.30410 -6.52211 -5.00735
H: -2.98387 -4.76576 -5.20856
H: -4.11918 -5.29853 -3.97528
H: -0.59505 -2.85544 -1.52956
H: 0.73996 -3.57103 -1.02726
C: 1.49172 3.03004 1.30205
C: 2.55334 3.98520 1.84213
C: 4.00162 3.56172 1.70113
O: 4.79209 4.41872 2.49664
C: 6.14639 4.48609 2.17751
N: 2.39122 5.28789 1.17717
H: 1.58482 2.04433 1.75962
H: 1.47302 2.90193 0.21994
H: 0.52410 3.42332 1.61919
H: 2.34112 4.15075 2.90580
H: 4.30727 3.50057 0.65255
H: 4.02607 2.52021 2.04562
H: 6.84775 3.77138 2.62066
H: 6.50864 5.45935 2.52558
H: 6.35750 4.52871 1.10246
H: 1.41991 5.56680 1.14433
H: 2.93036 6.00068 1.65024
C: -1.72692 -0.38226 4.07004
O: -2.11935 -0.41176 5.24114
N: -0.71759 -1.15837 3.62824
N: -2.17348 0.50091 3.13797
H: -0.27743 -1.03966 2.71921
H: -0.38804 -1.78188 4.34467
H: -1.96088 0.40135 2.16690
H: -2.87557 1.15005 3.44290
C: -4.64802 -2.24385 1.38701
O: -5.43864 -3.15570 1.15289
N: -4.67827 -1.02925 0.76434
N: -3.54203 -2.41327 2.17729
H: -3.87824 -0.43357 0.82051
H: -5.54316 -0.69643 0.38460
H: -3.49429 -3.24548 2.73495
H: -2.83148 -1.71089 2.24881
C: -1.60171 2.03123 -3.96343
O: -1.74910 2.51056 -5.09174
N: -2.41369 2.22618 -2.88145
N: -0.57165 1.18557 -3.68100
H: -2.09230 1.72935 -2.07588
H: -3.26025 2.76127 -2.78862
H: -0.31494 0.69492 -2.82651
H: 0.12533 1.29226 -4.40522
C: -5.27038 3.59156 -1.49001
O: -4.32497 4.29497 -1.87881
N: -6.49687 3.63083 -2.04939
N: -5.10592 2.73602 -0.45215
H: -7.28654 3.22493 -1.58823
H: -6.55455 4.05316 -2.95776
H: -5.91832 2.26806 -0.09559
H: -4.18150 2.52449 -0.12213

Output
Orbital gap: 8.6993 eV
LUMO: 2.08 eV
HOMO energy: -6.6 eV
Net charge: -1
Total energy: -59668.551 eV

Entry 4:
Here is a structure of composition C5H7BBaF7NO4P at a distorted geometry from the OMol25 dataset. Energies are from ωB97M-V with the def2-TZVPD basis set.

Geometry (Å):
N: 3.08545 0.63960 0.59414
P: 2.30576 -0.44816 -0.19259
O: 1.54029 0.18347 -1.59011
O: 3.32606 -1.65868 -0.70984
C: 0.90641 -1.17796 0.84206
O: 1.40750 -1.11766 2.14091
B: 0.30614 -0.72799 3.04491
O: -0.88438 -0.59583 2.16344
C: -0.35982 -0.14144 0.92273
C: -1.59967 -0.37364 -0.02644
F: -2.57003 -1.01059 0.63840
F: -1.24468 -1.26304 -1.08845
C: -2.26848 0.92549 -0.57994
F: -2.87277 1.64128 0.34767
F: -3.28457 0.50761 -1.44703
C: -1.36386 1.83689 -1.45988
F: -0.34846 2.35833 -0.87770
F: -0.99957 1.10968 -2.70748
F: -2.11570 2.85231 -1.87511
H: 2.97635 1.51504 0.06789
H: 0.95952 -0.53604 -1.88385
H: 3.06943 -1.96403 -1.59491
H: 0.67178 -2.25425 0.68436
H: 0.05129 -1.51345 3.92713
H: 0.41273 0.35425 3.59966
H: -0.05813 0.90048 1.18550
Ba: -1.04858 -0.04169 -4.12546

Output
Orbital gap: 2.5894 eV
LUMO: -6.42 eV
HOMO energy: -9.0 eV
Net charge: +1
Total energy: -44647.425 eV

Entry 5:
Here is a cluster of 2 separate species, C3H4OS in total at a distorted geometry from the OMol25 dataset. Energies are from ωB97M-V with the def2-TZVPD basis set.

Geometry (Å):
C: -2.58217 -1.43238 0.90560
C: -1.91184 -2.05668 0.13793
C: 0.86209 0.33990 -0.22554
O: 2.74349 -1.45893 -0.03890
S: 1.41444 -1.31942 -0.57759
H: -3.27260 -1.20605 1.63159
H: 0.16247 0.43825 0.71131
H: 0.19570 0.78418 -0.96952
H: 1.64144 1.04998 -0.07249

Output
Orbital gap (alpha / beta): 5.6553 / 9.5630 eV
LUMO (alpha / beta): -3.05 / -0.88 eV
HOMO energy (alpha / beta): -8.7 / -10.4 eV
Total energy: -16051.339 eV

Entry 6:
Here is the molecule C3H3NOS at a distorted geometry from the OMol25 dataset. Energies are from ωB97M-V with the def2-TZVPD basis set.

Geometry (Å):
C: -0.41208 1.13602 0.15907
C: -1.65754 0.55849 0.18407
C: 1.02544 -0.84804 -0.11698
N: 0.70477 0.55766 -0.12091
O: 0.16232 -1.72429 0.39022
S: -3.09345 0.00161 -0.07537
H: -0.15321 2.19729 0.21662
H: 1.34928 -1.21032 -1.05276
H: 2.07447 -0.66841 0.41602

Output
Orbital gap (alpha / beta): 5.9457 / 8.6054 eV
LUMO (alpha / beta): -1.83 / -1.06 eV
HOMO energy (alpha / beta): -7.8 / -9.7 eV
Total energy: -17527.054 eV

Entry 7:
Here is the ion C2H4NO3P with charge -2 at a distorted geometry from the OMol25 dataset. Energies are from ωB97M-V with the def2-TZVPD basis set.

Geometry (Å):
O: 3.24276 0.79319 1.32525
P: 2.57979 0.00702 0.22576
O: 3.20677 -1.33033 -0.19382
O: 2.22087 1.15198 -1.41130
N: 0.93973 -0.36841 0.85747
C: 0.07766 -1.09317 -0.20110
C: -0.07274 0.36101 0.10725
H: -0.66819 -1.73634 0.17742
H: 0.62557 -1.26543 -1.07149
H: 0.51153 0.88021 -0.65927
H: -1.07078 0.64588 0.59687

Output
Orbital gap: 5.9994 eV
LUMO: 7.08 eV
HOMO energy: 1.1 eV
SMILES string: O=P([O-])([O-])N1CC1
Net charge: -2
Total energy: -19057.797 eV

Entry 8:
Here is a cluster of 2 separate species, C11H26O5PS in total at a distorted geometry from the OMol25 dataset. Energies are from ωB97M-V with the def2-TZVPD basis set.

Geometry (Å):
C: -4.78291 -3.13668 0.69699
C: -3.38158 -2.40293 0.77042
O: -2.74964 -2.28180 -0.49537
C: -2.51881 -0.91525 -0.85833
C: -1.52755 -0.14113 0.11099
C: -2.29312 0.94474 0.98185
C: -1.69271 1.02603 2.44157
C: -1.79034 -0.31734 3.26442
C: -0.63489 -0.47008 4.36754
S: 0.85523 -1.17038 3.50342
H: -4.66550 -4.11930 0.18702
H: -5.12342 -3.28885 1.75770
H: -5.55534 -2.48774 0.21436
H: -3.54530 -1.43901 1.30578
H: -2.71784 -3.04844 1.41212
H: -1.99273 -0.95135 -1.85351
H: -3.46160 -0.33278 -1.05075
H: -0.83478 0.45284 -0.55124
H: -0.88405 -0.82911 0.72037
H: -3.38530 0.64988 1.08307
H: -2.31948 1.79259 2.98089
H: -0.65183 1.43937 2.37182
H: -1.72542 -1.21620 2.61210
H: -2.74910 -0.26840 3.84830
H: -1.03517 -1.18679 5.13148
H: -0.42488 0.53319 4.80915
H: 0.32334 -1.89673 2.45006
C: 1.72772 -0.43879 -2.72675
O: 2.16037 0.89786 -2.94280
P: 3.23283 1.50020 -1.72360
O: 2.14139 1.86347 -0.72946
O: 3.60405 2.79797 -2.68337
C: 3.66144 2.65266 -4.09816
O: 4.52346 1.89190 -0.65173
C: 5.81884 2.05521 -1.20266
H: 1.04970 -0.72138 -3.53312
H: 2.58729 -1.11608 -2.73122
H: 1.19898 -0.52133 -1.77255
H: 2.68862 2.89390 -4.52687
H: 3.95176 1.64215 -4.39129
H: 4.40197 3.35105 -4.49450
H: 5.92324 3.05017 -1.64689
H: 6.03714 1.29359 -1.95697
H: 6.55591 1.96911 -0.40030

Output
Orbital gap: 2.2417 eV
LUMO: 0.67 eV
HOMO energy: -1.6 eV
Net charge: -1
Total energy: -42185.474 eV